{"formula": "C21H38N4O3", "method": "ωB97M-V/def2-TZVPD", "smiles": "CCN(CCN1CCCC1)C(=O)[C@@H]1CCC(=O)N(CCCN2CCOCC2)C1", "homo_ev": -8.43, "total_charge": 0, "relative_energy_kcal_mol": 35.0, "elements": ["H", "C", "C", "C", "C", "C", "C", "H", "H", "C", "H", "H", "C", "O", "C", "H", "C", "H", "H", "H", "N", "H", "H", "C", "N", "H", "H", "H", "C", "H", "O", "H", "C", "C", "H", "N", "O", "C", "H", "C", "C", "H", "H", "N", "H", "C", "H", "H", "H", "H", "C", "H", "H", "H", "H", "H", "H", "H", "C", "H", "H", "H", "C", "H", "H", "H"], "positions_angstrom": [[-0.769, 3.061, -2.631], [-0.665, -1.644, 2.228], [-2.699, 2.513, -0.264], [1.329, -4.082, -0.463], [-0.089, 0.035, 3.847], [2.014, 0.816, 2.896], [-1.284, -0.747, 3.311], [0.452, -0.559, 4.605], [-2.177, -1.718, -3.567], [2.433, 4.586, 0.708], [-0.371, 0.991, 4.293], [-0.837, -5.964, -1.958], [-0.293, -1.443, -2.541], [0.816, -5.246, -1.071], [-1.358, 2.188, 0.381], [1.627, -1.990, -0.907], [1.010, 1.776, -0.136], [2.851, 0.572, 0.912], [1.865, 3.568, 2.519], [0.180, -0.655, -1.952], [1.673, 2.259, 0.937], [-1.175, 0.627, -4.011], [-2.706, 3.540, -0.639], [1.551, 3.597, 1.474], [-1.804, 1.320, -2.149], [-1.146, -4.855, -0.588], [0.865, -0.842, 0.881], [-0.049, 3.615, -0.582], [-1.916, 0.379, -3.249], [1.517, -1.674, 2.310], [1.341, 0.734, -0.679], [3.474, 4.278, 0.753], [-0.650, -3.852, -2.426], [0.709, -1.017, 1.944], [-2.918, 0.498, -3.673], [0.709, 0.253, 2.656], [-3.974, 0.986, -1.619], [-0.231, 2.539, -0.599], [2.346, 5.578, 1.142], [-2.914, 1.547, -1.412], [-1.753, -1.076, -2.794], [0.762, -3.859, 0.453], [-0.551, -2.666, 2.588], [-0.147, -2.662, -1.764], [-3.524, 2.398, 0.439], [-0.621, 2.145, -2.040], [3.538, 1.929, 1.831], [-1.703, -3.714, -2.672], [-1.788, -1.316, 4.090], [-1.315, 1.122, 0.611], [-0.518, -5.040, -1.472], [-0.090, -4.066, -3.356], [2.367, -4.303, -0.207], [1.896, 1.620, 3.628], [0.514, 3.934, 1.458], [0.210, 1.589, -2.480], [1.864, -3.082, -2.297], [2.139, 4.633, -0.338], [2.619, 1.384, 1.601], [-2.329, -1.221, -1.880], [2.724, 0.079, 3.317], [-1.237, 2.730, 1.320], [1.244, -2.883, -1.403], [-1.280, -1.671, 1.331], [0.238, -1.516, -3.509], [-2.001, -0.056, 2.867]], "atomic_forces_ev_per_a": [[0.1, -0.1, 0.1], [0.0, 0.0, 0.0], [-0.1, -0.2, 0.1], [0.2, 0.3, -0.1], [-0.2, 0.1, 0.1], [0.0, 0.2, -0.2], [0.1, 0.0, 0.1], [0.0, 0.0, 0.0], [-0.1, 0.0, 0.0], [-0.2, -0.1, 0.2], [0.0, 0.0, 0.1], [-0.1, 0.1, 0.0], [-0.2, 0.1, 0.1], [0.1, -0.1, -0.1], [-0.1, 0.3, 0.0], [0.1, 0.0, 0.0], [-0.1, 0.5, -0.1], [0.1, 0.1, 0.1], [-0.1, 0.0, 0.0], [0.0, 0.0, -0.1], [0.3, -0.1, 0.1], [0.0, 0.1, 0.0], [0.0, 0.1, 0.0], [0.0, 0.3, -0.2], [0.2, -0.3, -0.1], [0.0, 0.0, -0.1], [0.1, -0.1, 0.0], [0.0, 0.0, 0.1], [-0.4, -0.4, -0.1], [0.0, 0.0, 0.0], [-0.1, -0.3, -0.2], [0.1, 0.0, 0.0], [0.0, -0.2, 0.3], [0.1, -0.2, -0.3], [0.2, 0.0, -0.1], [0.0, 0.0, 0.1], [-0.3, -0.2, 0.0], [0.1, -0.3, -0.1], [0.0, 0.2, 0.0], [0.0, 0.4, 0.3], [0.3, 0.1, -0.2], [0.1, 0.0, 0.0], [0.0, 0.0, -0.1], [0.1, 0.0, -0.1], [0.0, 0.0, -0.1], [0.4, 0.4, -0.1], [0.0, 0.0, 0.0], [0.0, 0.0, 0.0], [-0.1, 0.0, 0.0], [0.0, 0.0, 0.1], [-0.3, 0.1, -0.3], [-0.1, 0.0, 0.0], [-0.1, 0.1, 0.0], [0.1, 0.0, 0.0], [0.0, 0.0, 0.1], [-0.1, 0.1, 0.0], [0.0, 0.0, 0.0], [0.0, 0.0, -0.1], [0.0, -0.3, 0.2], [-0.1, 0.0, 0.0], [-0.1, 0.1, 0.0], [0.0, -0.1, 0.0], [0.0, -0.3, 0.3], [0.0, -0.1, 0.0], [0.0, 0.0, 0.0], [0.0, 0.0, 0.0]]}

{"formula": "C6H11N", "method": "ωB97M-V/def2-TZVPD", "smiles": "C1CN2CCC1C2", "homo_ev": -8.87, "total_charge": 0, "relative_energy_kcal_mol": 14.9, "elements": ["C", "C", "C", "H", "H", "C", "H", "C", "H", "C", "H", "H", "H", "H", "H", "N", "H", "H"], "positions_angstrom": [[-0.008, -0.157, 1.387], [-1.211, 0.671, -0.468], [1.234, -0.882, -0.406], [-1.169, -1.319, -1.357], [1.131, 1.083, -1.395], [1.262, 0.658, -0.403], [0.033, 2.066, 0.776], [-1.196, -0.875, -0.386], [1.195, -1.280, -1.413], [-0.001, 1.029, 0.404], [-2.136, -1.181, 0.145], [0.843, -0.167, 2.041], [2.066, -1.371, 0.078], [2.158, 1.085, 0.125], [-0.948, -0.190, 2.009], [-0.007, -1.232, 0.395], [-1.083, 1.042, -1.479], [-2.163, 1.021, -0.052]], "atomic_forces_ev_per_a": [[-1.5, 0.6, 0.5], [-0.1, 0.2, 0.4], [-1.2, -0.1, 0.4], [0.0, -0.5, -0.6], [0.6, 0.0, -0.2], [0.4, 0.9, 0.7], [-0.2, -0.5, 0.0], [-0.7, 0.3, 0.5], [-0.3, -0.2, -0.1], [0.2, 0.0, 0.0], [1.0, -0.2, -0.4], [0.5, -0.2, 0.3], [0.4, 0.2, 0.3], [-0.6, -0.4, -0.8], [0.9, -0.1, -0.5], [0.6, -0.4, -0.2], [-0.2, 0.1, -0.2], [0.3, 0.3, -0.2]]}

{"formula": "C9H8Cl2N2O2", "method": "ωB97M-V/def2-TZVPD", "homo_ev": [-8.45, -8.54], "total_charge": 0, "relative_energy_kcal_mol": 81.2, "elements": ["H", "C", "H", "Cl", "O", "Cl", "C", "C", "H", "H", "H", "C", "C", "C", "N", "H", "O", "N", "H", "C", "C", "H", "C"], "positions_angstrom": [[-1.688, -1.006, 3.713], [0.546, 1.523, -1.413], [-2.369, 0.447, -0.452], [-1.847, 2.581, -1.846], [1.340, 0.682, -3.358], [0.807, -1.671, -2.245], [0.225, -1.281, 2.768], [-0.865, 1.150, -1.678], [0.785, 2.004, -0.449], [2.015, -1.494, 1.577], [-2.687, -0.111, 1.644], [-1.084, -0.800, 2.812], [-1.685, -0.350, 1.706], [0.370, -0.796, 0.434], [1.517, 1.263, -2.297], [2.245, -0.623, -0.603], [2.628, 1.761, -2.040], [-1.462, 0.199, -0.635], [0.745, -1.538, 3.689], [1.199, -0.895, -0.766], [-0.890, -0.345, 0.496], [-0.845, 0.584, -2.701], [1.000, -1.286, 1.643]], "atomic_forces_ev_per_a": [[0.5, 0.6, -0.4], [-1.9, -2.0, 2.9], [-2.6, 0.9, 0.2], [-0.7, 0.5, 0.1], [-1.0, -0.5, -0.9], [0.2, 0.2, 1.5], [2.1, -0.1, 1.0], [1.3, -3.0, -1.4], [0.2, -0.1, -1.0], [1.6, -0.7, 0.4], [-1.9, 0.7, 0.0], [-0.8, -1.5, 1.4], [2.6, -0.5, -2.0], [3.1, -2.2, 0.4], [2.3, 2.0, -1.2], [-0.1, -0.5, -0.4], [0.6, -0.2, 0.5], [1.9, 0.4, -1.3], [-0.4, -0.2, 0.0], [-1.2, 1.8, -0.2], [-2.7, 1.6, -0.5], [-0.3, 1.1, 1.8], [-2.9, 1.8, -1.1]]}

{"formula": "C10H27ClFN2O3Pd", "method": "ωB97M-V/def2-TZVPD", "s2": 3.76, "homo_ev": [3.14, -1.79], "total_charge": -2, "spin_multiplicity": 4, "elements": ["H", "N", "H", "H", "H", "H", "H", "H", "H", "C", "H", "C", "H", "C", "H", "H", "Cl", "H", "H", "O", "C", "H", "H", "H", "O", "C", "C", "Pd", "C", "F", "H", "O", "H", "H", "H", "H", "H", "H", "H", "H", "C", "C", "H", "C", "N"], "positions_angstrom": [[0.703, 2.366, -1.012], [0.074, -1.541, -1.189], [-1.505, 3.509, -0.180], [1.609, 1.785, 0.209], [-0.760, -1.192, 3.776], [2.237, 3.832, 0.545], [-3.137, 0.768, 2.141], [2.552, -0.887, -3.475], [-1.437, 3.879, 1.436], [0.540, 0.536, 4.242], [0.024, -1.082, -3.192], [0.709, -3.092, -3.051], [1.061, -3.681, -2.203], [0.678, -1.611, -2.499], [2.591, -1.284, -1.723], [1.207, 4.601, 1.673], [-1.609, 1.366, -2.394], [0.866, 4.693, -0.031], [-0.154, -5.227, -4.562], [-1.996, 1.779, 0.977], [1.183, 4.010, 0.757], [-3.295, 2.435, 2.364], [0.059, -5.685, -2.750], [-0.855, -1.936, -1.215], [-0.586, -3.698, -3.168], [0.120, -0.677, 3.390], [-1.218, 3.049, 0.765], [-0.986, 0.163, -0.038], [0.309, 2.785, 0.904], [-2.664, -1.169, -0.286], [1.855, 0.202, -2.209], [0.110, -0.389, 1.954], [0.409, 2.274, 1.862], [0.838, -1.490, 3.502], [1.312, -3.259, -3.943], [-0.323, 1.136, 4.530], [0.671, -2.141, -0.639], [-1.915, 1.559, 3.141], [-1.322, -5.663, -3.376], [1.297, 1.134, 3.735], [-2.531, 1.667, 2.248], [2.016, -0.828, -2.528], [1.011, 0.232, 5.177], [-0.417, -5.072, -3.515], [0.666, 1.844, -0.148]], "atomic_forces_ev_per_a": [[-0.1, -0.1, -0.4], [0.6, -0.4, -0.1], [0.2, -0.9, -0.5], [0.9, -1.4, -1.0], [-0.9, 0.5, 0.1], [0.1, -0.5, 0.0], [0.1, -0.4, 0.4], [-0.1, 0.0, 0.0], [-0.6, -0.5, 0.9], [-0.2, -0.5, 0.0], [-0.3, 0.2, 0.1], [0.0, 0.3, 2.1], [1.4, -0.1, 0.0], [-0.9, 0.5, -2.5], [0.7, 0.1, -0.1], [-0.1, 0.2, 0.2], [0.2, -0.1, 0.2], [-0.3, -0.1, -0.2], [0.7, 0.0, 0.1], [1.8, 3.3, -0.4], [-0.2, 1.0, 0.9], [0.2, 0.5, 0.4], [1.7, 0.5, -0.1], [-0.6, -0.3, 0.1], [-0.1, -0.5, -1.0], [0.7, 0.3, -2.8], [0.5, 0.1, 0.3], [0.7, -0.4, -0.5], [-2.3, 0.4, -0.8], [0.5, 0.0, 0.3], [-0.2, 0.0, -0.3], [-0.3, -0.1, 1.9], [0.3, 0.0, 0.0], [0.8, -0.1, 0.3], [0.1, 0.2, -0.2], [0.1, 0.3, -0.2], [-0.2, 0.1, 1.0], [0.6, 0.2, -0.5], [-1.2, 0.9, -0.5], [-0.2, 0.1, -0.2], [-2.2, -1.0, 0.2], [-0.6, -1.3, 0.9], [0.0, -0.3, 0.3], [-1.5, -0.1, 0.7], [0.4, -0.5, 1.1]]}

Number 1: DFT total energy -1267.75186 hartree. Number 2: DFT total energy -289.94801 hartree. Number 3: DFT total energy -1527.90355 hartree. Number 4: DFT total energy -1420.19045 hartree.